## w
195
Properties=species:S:1:pos:R:3 method="wB97M-V/def2-TZVPD" gap_ha=0.3908 e_homo_ev=-10.9
S -5.78195 3.37644 1.69782
S 6.82626 4.00251 0.79073
S -3.43849 2.38836 -4.05186
S 3.45904 0.74470 5.25042
S -4.48627 -4.01081 5.10802
S 4.32706 -0.32859 -2.70411
S -0.39701 -0.83751 1.32647
S -8.56387 0.93635 -2.62157
S 6.20271 -4.29791 1.04726
S -3.30216 -2.49963 -2.90555
S 1.82563 3.83436 -2.19630
S 3.11685 -7.42066 1.36671
S 2.24776 6.98049 1.69345
O 3.05437 -0.59370 -2.09759
O 3.62885 -7.57016 0.00973
O -9.93048 -0.02060 -2.92127
O -4.71906 -2.25325 -3.12560
O 1.72144 5.04895 -2.95813
O 4.96352 0.98925 -2.55079
O -5.61642 4.73137 2.29387
O 1.10982 7.55913 2.43907
O 0.15728 -2.18893 1.52411
O 1.91972 5.37784 1.38410
O -1.98959 -1.07727 1.00852
O 6.42037 5.37621 0.62635
O -8.93112 1.88865 -1.55778
O -8.20230 1.35404 -3.91305
O 2.23466 2.68214 -3.40847
O 2.62101 7.64503 0.49035
O -4.87640 2.62185 -4.09689
O -5.99328 2.14759 2.48992
O -5.41570 -3.86847 6.21173
O -2.68039 3.69648 -4.81765
O 5.47878 3.08620 1.28813
O 2.18088 -6.04245 1.40473
O 4.13465 -7.41447 2.49156
O 4.66309 0.21813 4.67638
O -2.47427 -1.34564 -2.57496
O 5.88256 -5.69609 1.36886
O 6.51659 -3.80275 -0.28968
O -4.39414 2.95333 0.87139
O 3.17961 0.22133 6.82452
O -2.66618 -3.06951 -4.34413
O -2.77962 2.03888 -2.79735
O 3.14834 2.20879 5.17829
O 4.92258 -3.32343 1.57977
O 0.74021 3.37554 -1.33716
O -0.32263 0.10625 2.46160
O -3.91439 -5.35038 4.77502
O 7.93595 3.74411 1.71575
O 4.25879 -0.76450 -4.29789
O -5.16416 -3.40664 3.70988
C 5.06308 0.70438 1.01934
C -12.06605 -0.13395 -1.98526
C -2.21334 3.89429 0.44126
C -4.11175 -0.67684 0.23963
C -3.04163 -2.90351 5.28019
C 2.94811 2.99734 -4.53446
C 2.63790 1.10916 7.76153
C 7.12090 3.10426 -0.84850
C 4.25069 -3.64838 2.76323
C 1.42627 -5.75267 0.24993
C 7.57248 -3.79106 2.21139
C 3.36831 -1.80383 -4.63070
C -6.90970 -2.16860 2.79393
C 1.99217 -0.01135 4.51496
C -2.95409 1.02729 -5.14751
C -7.11030 3.48373 0.38368
C -0.63567 4.79211 -5.46530
C 3.20361 -2.57824 3.01371
C 3.79502 6.78821 2.75636
C 1.53942 3.19114 1.86445
C -3.00650 -3.98953 -1.78342
C 3.48422 3.93994 -1.27801
C 5.47646 -1.64478 -2.12308
C 1.80535 -8.63064 1.72682
C -10.57491 -0.59791 -1.83608
C -0.85273 -4.06455 -5.65640
C -3.73683 3.97849 0.07928
C 3.86913 -2.35733 -5.98352
C -2.80327 0.06574 0.68468
C 2.39174 0.35237 9.01660
C 2.11075 2.50834 -5.71598
C 5.66763 1.78088 1.84784
C 1.48363 4.59063 2.47564
C -1.25398 -3.22083 -4.44049
C 0.27628 -0.01252 -0.22481
C -7.35092 -0.43719 -2.03015
C 2.03896 -4.53914 -0.49986
C -5.79318 -2.10531 3.70595
C -1.35444 3.91334 -4.39198
H 0.15212 -0.74061 -1.02640
H 3.99342 0.89733 0.93756
H -12.20333 0.93501 -1.82225
H -7.42182 -3.11876 2.94563
H 3.29994 0.44304 9.61246
H -7.54891 -1.35050 3.12594
H -0.26437 0.92353 -0.36489
H 0.89061 2.95024 1.02237
H 5.12890 -2.64858 -2.36740
H 4.11028 7.83066 2.71158
H 0.17799 -3.82447 -5.91729
H -6.94144 -1.02652 -2.85059
H 2.03025 1.45911 -6.00014
H -1.22663 5.67974 -5.69109
H -1.88905 2.85439 0.48050
H 1.99643 0.13265 3.43452
H -4.22078 -0.96483 -0.80597
H 0.90836 -8.38049 1.16031
H -12.85950 -0.63382 -1.42968
H -1.64148 4.39200 -0.34191
H -2.66534 -2.84463 4.25889
H 3.36455 1.89814 7.95539
H -4.99024 -0.03205 0.26408
H 4.85108 -2.80631 -5.83421
H -12.46412 -0.18505 -2.99868
H 2.55877 -2.43746 2.14626
H 7.46740 -4.35092 3.14070
H 2.04663 -9.67653 1.53710
H 2.06057 -3.63486 0.10835
H 1.22580 2.55071 2.68883
H -10.51895 -1.68614 -1.86285
H 4.99384 -3.71539 3.55779
H 5.69834 -1.59711 -1.05697
H -0.52759 4.20736 -6.37880
H -1.90871 1.31610 -5.25645
H 2.53586 -2.71181 3.86482
H 1.70009 1.56749 7.44762
H -1.40528 -3.90912 -6.58303
H 1.09038 2.71853 -5.39540
H -2.91397 0.19194 -4.44846
H 2.49178 2.99276 -6.61501
H 1.48085 -4.25319 -1.39140
H -0.94357 -5.13426 -5.46783
H 3.59004 6.71748 3.82458
H -1.46221 4.39554 -3.42039
H 5.28767 1.82771 2.86839
H 3.95478 2.58995 -4.44092
H 3.79183 -4.62992 2.64442
H 3.62914 -1.57475 3.00756
H 4.60327 6.16294 2.37706
H 4.18836 4.31128 -2.02259
H -8.02726 3.39417 0.96615
H 6.79969 2.06319 -0.88142
H 3.24788 -2.50592 -3.80567
H 1.71977 -1.00107 4.88149
H -2.30753 -3.25279 6.00627
H 2.21421 4.36322 3.25193
H -3.79802 3.61269 -0.94568
H -0.86153 -2.21784 -4.60808
H 8.52373 -3.86913 1.68496
H 3.92238 -1.47745 -6.62466
H -3.51429 -3.69093 -0.86631
H 8.19043 3.16970 -1.04832
H -6.75538 -1.99979 1.72819
H -5.12642 -1.26809 3.49956
H 0.47230 -5.40057 0.64242
H 6.41562 -1.58221 -2.67277
H 2.23525 -0.69052 8.74091
H 1.16458 0.61814 4.84197
H -7.84617 -1.07501 -1.29801
H 5.36565 -0.28582 1.36001
H -3.36346 -4.93459 -2.19275
H 5.55507 0.70853 0.04670
H -3.46940 0.89383 -6.09869
H 6.71967 1.49716 1.87649
H -10.16795 -0.25212 -0.88586
H -6.88662 4.37799 -0.19800
H -0.79754 2.98532 -4.26264
H 2.33405 -1.50593 -4.80291
H 6.60408 3.64707 -1.63993
H 3.09465 -4.75035 -0.67017
H -1.92383 4.48049 1.31340
H 1.53994 0.76304 9.55873
H -0.90279 -3.60357 -3.48222
H 3.23625 4.04854 -4.52818
H 0.37309 5.05988 -5.15097
H 3.56617 2.92289 -0.89460
H 3.34837 4.66947 -0.47963
H -4.43183 -1.48088 0.90231
H -1.94495 -4.14567 -1.59151
H -4.14965 4.98205 0.18200
H -6.08614 -1.79582 4.70919
H 0.58767 4.93642 2.99119
H 3.24374 -3.13824 -6.41614
H -6.56604 0.05697 -1.45755
H 1.62069 -8.47553 2.78981
H -2.51338 0.64429 -0.19245
H -3.32013 -1.89014 5.56936
H -2.81374 0.82297 1.46864
H -7.01791 2.56687 -0.19850
H 1.32995 0.02647 0.05151
H 7.42569 -2.79117 2.61976
H 2.55803 2.94033 1.56843
H 1.31079 -6.55317 -0.48081



## x
195
Properties=species:S:1:pos:R:3 method="wB97M-V/def2-TZVPD" gap_ha=0.3822 e_homo_ev=-10.7
S -4.08766 3.43033 -4.80365
S -5.26622 -0.86975 -1.26914
S 1.14709 -0.52009 7.02700
S -5.08750 3.52850 1.44800
S -0.47210 0.70385 -1.28455
S 2.38515 -2.95163 -3.52919
S -2.27485 -3.42794 2.38575
S 5.61040 -2.45200 4.43545
S -1.79808 -4.40157 -4.34727
S -0.07478 4.74653 5.34817
S 2.03444 3.82764 1.16514
S 0.23007 5.31711 -3.94147
S 6.41907 0.64791 1.22812
O 1.78129 5.61537 -3.78462
O 1.98088 -2.42839 -4.99294
O -1.04053 -4.83187 -3.19315
O 1.16923 4.94299 0.85850
O 5.69937 1.50351 2.14028
O -1.32044 1.76652 -0.97215
O -4.75845 4.65226 2.25463
O -0.36022 -0.88178 7.31342
O 4.47026 -3.03522 3.53098
O -1.21103 3.66726 4.97531
O 2.66491 3.53343 -0.26919
O -5.11710 2.36586 2.45364
O -0.55586 6.40258 -3.41070
O -1.83672 -4.74863 2.73844
O 1.52595 2.62822 1.73745
O -2.03590 -2.33421 3.32221
O -1.59416 -3.07463 1.05428
O 1.24618 0.57016 6.06488
O 0.69085 5.05506 4.19734
O -4.97388 -1.65424 -2.52269
O 1.30145 -2.71063 -2.66546
O -2.54825 -3.17446 -4.31629
O -0.78806 5.74514 6.04276
O 6.83660 1.12395 -0.07830
O -3.18166 2.71422 -5.82680
O 1.83881 -1.75792 6.67932
O -6.59612 -1.05815 -0.80239
O 6.72400 -2.34500 3.58626
O 0.43292 0.34677 -0.04188
O -0.77030 -4.34190 -5.50133
O 3.70414 -2.52634 -3.19739
O -4.26836 -1.08858 -0.25539
O 0.11162 4.94851 -5.30207
O 0.37455 0.86595 -2.41283
O 5.64470 -0.69738 1.24849
O -6.23011 3.50059 0.61219
O -5.45846 3.18957 -5.06934
O 5.64703 -3.24439 5.62850
O -3.54137 3.07482 -3.54481
C -0.97771 2.61343 4.04173
C 2.07966 6.65334 -2.83484
C 4.93671 -2.74193 0.20153
C 3.09031 -3.29358 3.98995
C 2.35278 -4.71653 -3.88066
C -2.93661 -5.72909 -4.92660
C -5.37333 0.13014 3.23182
C 8.02142 0.33764 2.10131
C -5.73539 1.13776 2.11314
C -1.06593 -4.24178 -7.94723
C -2.08484 1.60746 4.08390
C -2.48263 1.50748 -5.46698
C -4.57007 -3.85027 -1.48395
C -3.69161 5.04309 -5.18868
C -1.31850 -4.06943 -0.00090
C 3.06146 -4.56150 4.78136
C 0.06990 3.92311 -2.92893
C -2.51293 -1.27056 6.34738
C -5.00570 0.74989 -1.99987
C 0.98061 3.95840 6.51483
C 4.97720 -0.84446 4.89498
C 3.61366 6.96106 -2.95363
C -0.30196 0.25810 1.20963
C 4.26222 2.55792 -1.76990
C 0.17775 -4.54471 0.09352
C 6.03613 -1.72009 0.19297
C 1.48549 -1.05473 -5.01415
C -1.03045 -1.40543 6.05258
C -1.95099 0.79590 -6.70952
C -5.25269 -3.08838 -2.58619
C -1.44552 -0.68480 -1.65203
C -3.72744 3.18911 0.43214
C -4.02875 -3.46854 2.10518
C -0.79936 -3.42050 -6.65275
C 3.40206 2.29479 -0.56444
C 0.70152 -0.33559 2.26660
C 1.58167 -0.02420 8.65966
C 2.59189 -0.05426 -5.06252
C 3.51272 4.27058 2.04533
H -5.09230 -3.80275 -0.53861
H 6.99006 -2.15931 0.51014
H 0.93100 -0.93112 -5.93487
H 0.32203 -4.91430 1.11089
H -4.30476 0.05455 3.42442
H -2.66155 5.15853 -5.07899
H -1.65986 1.74592 -4.74272
H -4.33680 -4.42519 1.76196
H 2.75488 -2.35902 4.46528
H 0.63742 3.08698 -3.32579
H -2.09306 -0.83375 -0.79033
H 2.73438 -5.21789 -2.99407
H 1.32867 -4.97328 -4.10961
H 5.15275 1.90188 -1.81742
H -0.97792 3.68589 -2.82967
H -3.54403 -3.62040 -1.29823
H 7.93408 0.24889 3.17960
H -2.76621 -0.27703 6.77637
H 3.08321 -0.02920 -4.08312
H -2.40656 -6.70885 -4.91098
H -6.81466 1.18056 2.01266
H -1.67404 1.56145 -7.41726
H -2.14675 -4.42617 -8.00349
H 3.94141 7.45089 -2.02429
H -1.10325 -0.40414 1.10898
H -4.04196 5.35986 -6.16090
H 5.11754 -3.60941 -0.52233
H -4.14401 5.65823 -4.39799
H -4.09269 -2.71336 1.35055
H -3.05347 -5.43254 -5.93731
H -4.56477 -3.21177 3.00569
H 2.16785 0.93812 -5.12417
H -3.08048 -1.52301 5.44882
H 0.82819 -0.94842 -4.12137
H -2.37844 1.22010 5.05198
H 4.06792 -2.15356 -0.02099
H 6.17266 -1.06551 -0.66645
H 2.42980 -3.31672 3.07897
H -0.69562 -0.82720 5.22463
H -4.73608 -3.34910 -3.53254
H 0.45310 -5.23874 -0.69864
H 1.40957 0.43189 2.57273
H -3.95068 0.93511 -2.18878
H -3.14343 0.90413 -4.85474
H 1.59149 7.62471 -3.01565
H 3.62102 -5.30371 4.12551
H -2.08878 -0.24667 -2.40956
H 4.21481 3.43085 2.03658
H -0.81709 -2.44167 5.83922
H -0.63671 -3.73340 -8.87081
H -3.91368 2.28116 -0.13938
H 3.80834 7.47015 -3.91013
H -5.52636 1.42791 -1.31948
H 0.69862 0.64017 8.96804
H 2.57659 0.39632 8.75353
H -5.61226 0.67569 -2.95935
H 8.43150 -0.60585 1.62953
H -4.67876 -4.93945 -1.67979
H 2.73226 1.42100 -0.67884
H 1.63952 4.73372 6.84256
H 3.83394 2.41726 -2.75671
H -6.29563 -3.17492 -2.60412
H -5.32280 0.83773 1.15263
H -3.84533 -5.73023 -4.35260
H 2.06819 -4.92317 4.85836
H -0.90715 -1.56769 -1.98572
H 4.98350 -0.18579 4.04190
H 0.26073 -0.72958 3.17841
H 4.69963 3.60163 -1.79674
H 1.63160 3.30786 5.88490
H -5.84804 -0.84870 2.91797
H 3.90022 5.11129 1.55812
H 0.38634 4.15373 -1.94023
H 4.19666 6.08517 -2.82038
H -0.58484 1.26865 1.54790
H -1.95159 -4.93930 0.11149
H 1.28257 -1.10747 1.73711
H 3.20466 4.61197 3.08565
H -1.00573 0.32792 -6.35268
H -3.55216 4.01561 -0.25169
H 8.70539 1.14020 1.78812
H 1.59245 -0.91782 9.23997
H 4.00830 2.03663 0.27178
H 5.62103 -0.55247 5.74672
H 0.53324 3.37509 7.31929
H 3.98538 -1.01022 5.31591
H -2.87692 3.01884 1.06913
H -2.67683 -2.06933 7.10611
H -1.92608 0.75827 3.40093
H 3.54841 -4.48409 5.74025
H -2.61345 0.01790 -7.05404
H 3.30784 -0.27075 -5.86201
H 2.98965 -5.02504 -4.75558
H -5.82310 0.50283 4.15325
H -0.88734 2.99151 2.99561
H -2.97120 2.07416 3.63847
H 4.86727 -3.19036 1.17791
H 0.23573 -2.97810 -6.67940
H -1.44719 -2.60701 -6.32788
H 0.82339 -3.66934 -0.06430
H -0.02655 2.13023 4.27421
H -1.52669 -3.55630 -0.94643
H 1.87403 6.30172 -1.84205
H -0.55067 -5.15740 -7.96686



What should be chosen as the least stable of them? Choose w.